Below is a structure of composition C16H32O10Zr, with properties calculated with wB97M-V/def2-TZVPD.

Values from the calculation:
- HOMO (alpha / beta): -11.537 / -11.531 eV
- Total charge: +1
- Spin multiplicity: 2
- Electronic energy: -1428.0933 a.u.
- Maximum force: 0.09999 hartree/bohr
- Frontier orbital gap (alpha / beta): 8.663 / 4.873 eV

CARTESIAN COORDINATES (ANGSTROEM)
Zr: -0.023 -0.881 -0.436
O: -1.466 -0.618 -2.082
C: -2.664 0.112 -1.680
C: -2.498 0.891 -0.283
O: -1.464 0.418 0.609
H: -3.612 -0.384 -1.891
H: -2.775 0.911 -2.413
H: -3.515 0.985 0.097
H: -2.365 1.949 -0.510
O: 1.871 -1.360 -1.536
C: 2.806 -2.161 -0.810
C: 2.169 -2.858 0.437
O: 0.963 -2.296 1.035
H: 3.640 -1.566 -0.438
H: 3.309 -2.901 -1.433
H: 2.925 -3.156 1.164
H: 1.820 -3.847 0.142
O: 0.709 1.228 -1.392
C: 1.240 2.268 -1.866
O: 1.103 3.594 -1.492
C: 0.099 3.949 -0.556
C: -0.698 5.104 -1.164
C: 2.258 2.100 -2.988
H: 0.636 4.155 0.370
H: -0.527 3.109 -0.256
H: -1.203 4.717 -2.049
H: 0.008 5.896 -1.418
H: -1.460 5.475 -0.479
H: 3.203 2.621 -2.831
H: 1.893 2.427 -3.961
H: 2.596 1.071 -3.106
O: 1.311 0.472 1.045
C: 1.800 1.383 1.739
O: 3.120 1.589 1.946
C: 4.152 0.621 1.764
C: 5.435 1.155 2.425
C: 0.939 2.374 2.400
H: 4.279 0.489 0.689
H: 3.869 -0.341 2.192
H: 5.295 1.323 3.493
H: 5.729 2.071 1.913
H: 6.297 0.507 2.265
H: 0.946 2.144 3.465
H: -0.097 2.274 2.076
H: 1.316 3.396 2.368
O: -1.857 -2.500 0.281
C: -2.573 -3.407 0.730
O: -3.840 -3.593 0.434
C: -4.543 -2.822 -0.513
C: -5.883 -3.541 -0.717
C: -1.964 -4.502 1.592
H: -3.926 -2.751 -1.408
H: -4.623 -1.798 -0.147
H: -6.419 -3.085 -1.549
H: -6.471 -3.482 0.199
H: -5.739 -4.590 -0.978
H: -0.896 -4.394 1.778
H: -2.173 -5.487 1.174
H: -2.461 -4.454 2.560

***

Below is a cluster of 3 separate species, C16H32O12S3 in total, with properties calculated with wB97M-V/def2-TZVPD.

Values from the calculation:
- HOMO: -9.836 eV
- Electronic energy: -2726.1926 a.u.
- Maximum force: 0.03716 hartree/bohr
- Frontier orbital gap: 10.187 eV

CARTESIAN COORDINATES (ANGSTROEM)
C: 2.314 -2.755 0.607
O: 3.291 -1.759 0.815
C: 4.105 -1.575 -0.335
C: 3.492 -0.625 -1.360
C: 3.113 0.742 -0.740
C: 1.598 1.085 -0.792
C: 0.972 1.333 0.600
C: -0.066 0.302 1.060
C: -1.187 -0.030 0.051
C: -1.490 -1.540 0.091
C: -2.348 -1.939 -1.113
S: -3.719 -0.814 -1.294
O: -4.928 -1.567 -1.212
O: -3.527 -0.029 -2.481
O: -3.685 0.077 0.012
C: -2.455 0.788 0.333
C: -2.410 2.138 -0.372
H: 1.622 -2.741 1.449
H: 1.724 -2.548 -0.295
H: 2.780 -3.743 0.516
H: 5.066 -1.178 0.000
H: 4.292 -2.558 -0.789
H: 4.259 -0.453 -2.121
H: 2.643 -1.107 -1.853
H: 3.672 1.507 -1.283
H: 3.475 0.758 0.290
H: 1.494 2.019 -1.354
H: 1.112 0.279 -1.345
H: 1.791 1.297 1.324
H: 0.584 2.352 0.667
H: 0.443 -0.615 1.365
H: -0.554 0.678 1.967
H: -0.891 0.183 -0.980
H: -1.946 -1.843 1.037
H: -0.522 -2.039 -0.004
H: -2.765 -2.935 -0.994
H: -1.736 -1.904 -2.013
H: -2.518 1.005 1.400
H: -1.708 2.794 0.149
H: -3.386 2.627 -0.345
H: -2.086 2.053 -1.409
O: -6.730 -3.912 1.541
S: -5.319 -3.779 1.571
O: -4.593 -3.330 0.443
O: -4.705 -5.163 2.112
C: -3.904 -4.936 3.276
C: -4.527 -3.719 3.929
O: -4.892 -2.881 2.828
H: -2.877 -4.740 2.959
H: -3.926 -5.815 3.914
H: -3.840 -3.190 4.583
H: -5.432 -3.980 4.482
O: 2.897 4.034 0.153
S: 2.683 4.364 -1.209
O: 1.546 3.904 -1.921
O: 4.005 4.003 -2.031
C: 4.503 5.159 -2.720
C: 4.071 6.323 -1.852
O: 2.764 5.949 -1.397
H: 4.039 5.199 -3.707
H: 5.582 5.087 -2.826
H: 4.018 7.262 -2.396
H: 4.720 6.440 -0.982

***

Below is a structure of composition C16H32O19Tl, with properties calculated with wB97M-V/def2-TZVPD.

Values from the calculation:
- HOMO: -11.936 eV
- Energy relative to the best compared isomer or geometry (same formula, charge and spin): 139.8 kcal per mole
- Total charge: +1
- Electronic energy: -2230.2784 a.u.
- Maximum force: 0.07041 hartree/bohr
- Frontier orbital gap: 2.474 eV

CARTESIAN COORDINATES (ANGSTROEM)
Tl: 2.337 -3.284 -2.071
O: 0.500 0.836 -0.625
H: -0.179 1.362 -1.089
O: 3.083 3.031 -3.587
C: 4.135 2.461 -4.102
O: 4.222 1.247 -3.988
O: 4.962 3.118 -4.784
H: 2.676 2.453 -2.937
C: -2.409 1.881 -4.723
O: -3.095 0.809 -5.360
C: -2.444 -0.322 -5.591
O: -1.321 -0.690 -5.257
O: -3.203 -1.002 -6.349
C: -2.655 -2.080 -7.062
H: -2.830 2.859 -4.959
H: -1.361 1.898 -5.021
H: -2.406 1.761 -3.640
H: -1.734 -1.838 -7.593
H: -3.465 -2.213 -7.779
H: -2.372 -2.974 -6.506
C: -4.621 -1.569 -0.374
O: -5.244 -2.674 -0.907
C: -4.517 -3.836 -1.252
O: -3.340 -3.847 -1.535
O: -5.401 -4.775 -1.282
C: -5.253 -6.017 -2.000
H: -4.028 -1.813 0.508
H: -5.225 -0.717 -0.062
H: -3.910 -1.059 -1.025
H: -6.239 -6.405 -2.254
H: -4.812 -6.642 -1.224
H: -4.620 -6.055 -2.886
C: 0.505 -2.138 4.796
O: -0.667 -2.930 4.669
C: -0.708 -3.917 3.677
O: 0.176 -4.129 2.823
O: -1.835 -4.617 3.905
C: -2.036 -5.973 3.481
H: 1.409 -2.605 5.185
H: 0.130 -1.317 5.408
H: 0.726 -1.648 3.848
H: -2.076 -6.186 2.413
H: -3.024 -6.315 3.790
H: -1.362 -6.697 3.938
C: 0.306 9.392 2.334
O: 0.369 8.032 2.670
C: -0.654 7.199 2.500
O: -1.715 7.449 1.942
O: -0.296 6.008 2.978
C: -1.160 4.813 3.064
H: -0.623 9.852 2.670
H: 0.415 9.591 1.268
H: 1.071 9.884 2.934
H: -0.500 3.973 2.847
H: -2.049 4.799 2.433
H: -1.527 4.667 4.079
C: 8.020 -1.883 2.770
O: 7.367 -0.652 3.101
C: 6.543 -0.128 2.284
O: 5.841 -0.727 1.507
O: 6.620 1.190 2.434
C: 5.476 1.841 1.936
H: 8.893 -1.836 2.118
H: 7.289 -2.660 2.546
H: 8.433 -2.279 3.698
H: 5.491 2.902 2.186
H: 4.513 1.424 2.232
H: 5.409 1.716 0.855